Entry 1:
Here is C42H41NNiO3P2S as an isolated structure at a distorted geometry from OMol25. Energies are from ωB97M-V with the def2-TZVPD basis set.

Cartesian coordinates (Å):
1 C -0.622 -0.651 -5.443
2 C 2.548 0.453 -7.808
3 H -3.070 -2.341 0.049
4 H 1.402 0.163 12.289
5 C -1.545 1.339 2.249
6 H 0.483 2.063 2.769
7 C -2.105 -0.314 4.124
8 Ni 0.006 0.144 4.561
9 O -0.325 -2.212 6.723
10 H -3.746 1.505 5.942
11 H 0.601 -4.948 -5.586
12 H -2.270 1.566 6.909
13 C 1.179 3.961 -2.984
14 H 3.877 1.163 -3.107
15 H -3.636 -3.839 -7.940
16 C 3.317 2.333 -9.129
17 C -0.342 -4.716 -6.086
18 H 1.724 -0.017 2.950
19 H 2.442 4.900 -1.499
20 C -2.645 1.432 5.883
21 H 0.658 -2.165 11.878
22 H 0.019 3.019 4.910
23 H -2.658 -6.121 -8.156
24 H -0.207 1.384 -5.954
25 C 0.569 -1.018 8.664
26 P 1.922 0.465 -5.067
27 S 0.965 1.252 7.447
28 C 0.446 -1.917 9.738
29 C 0.173 0.453 -5.510
30 C -2.843 -3.233 -1.909
31 C -0.646 -1.519 -2.205
32 H -2.045 2.122 1.655
33 C 0.757 -1.483 11.034
34 H -1.077 -0.858 -0.189
35 H 3.703 4.147 -8.028
36 H 3.116 3.183 -5.835
37 C -0.976 -5.677 -6.874
38 H 0.102 -2.927 9.541
39 H -3.063 -0.191 2.217
40 C 0.172 -1.205 7.245
41 H -2.061 3.481 5.732
42 C 3.289 3.042 -2.213
43 H -1.015 0.704 1.527
44 H -3.703 -3.901 -1.800
45 O -0.017 2.302 7.591
46 H 2.225 -0.589 -7.743
47 H -1.671 -0.599 -5.767
48 C 1.010 2.867 -3.836
49 N 0.372 -0.023 6.548
50 C -2.488 -2.359 -0.875
51 H 2.164 1.265 4.161
52 C 2.000 1.881 -3.914
53 C -2.716 -4.095 -7.416
54 C -2.097 -3.260 -3.089
55 H 1.607 1.761 10.327
56 C 1.755 0.256 4.015
57 H -2.549 -2.144 -6.542
58 C 2.573 1.246 -6.645
59 C 2.315 4.051 -2.171
60 C 0.992 0.268 8.915
61 C -1.026 -2.373 -3.260
62 H -2.201 -0.687 6.213
63 C 3.130 1.958 -3.072
64 H -3.436 1.170 3.282
65 P -0.049 -2.251 -4.807
66 C -2.140 2.634 5.029
67 C 2.913 0.998 -9.039
68 C -2.231 0.082 5.431
69 H 0.217 -0.862 -2.331
70 C -2.167 -5.369 -7.541
71 O 2.310 1.614 7.056
72 H 2.883 0.381 -9.933
73 C -0.521 1.916 3.190
74 H -2.354 -3.961 -3.882
75 H -0.540 -6.670 -6.968
76 C -2.623 0.501 2.956
77 H 4.172 3.102 -1.570
78 C -1.374 -1.514 -1.013
79 C 1.173 -0.167 11.273
80 H 3.590 2.759 -10.093
81 C -2.098 -3.131 -6.618
82 H 0.416 4.742 -2.951
83 C 3.381 3.109 -7.974
84 H 2.292 -0.484 4.619
85 C 3.038 2.567 -6.731
86 C -0.919 -3.439 -5.923
87 H 0.110 2.793 -4.439
88 H -2.920 2.884 4.291
89 C 1.297 0.731 10.201
90 H -1.870 -1.375 3.932
91 C -0.796 2.492 4.398

Output
- Energy: -4494.606626 Eh
- Multiplicity: 3
- Gap between HOMO and LUMO (spin up / spin down): 8.19 / 7.55 eV
- Energy relative to the best compared isomer or geometry (same formula, charge and spin): 0.0 kcal/mol
- Lowest unoccupied orbital energy (spin up / spin down): 0.39 / -0.35 eV

Entry 2:
Here is one molecule with the formula C5H7N at a distorted geometry from OMol25. Energies are from ωB97M-V with the def2-TZVPD basis set.

Cartesian coordinates (Å):
1 C -1.687 -0.248 -0.580
2 H -1.773 0.795 -0.927
3 H -1.440 -0.882 -1.438
4 H -0.487 1.638 1.099
5 H -0.020 0.358 2.327
6 H 3.254 -0.766 -2.045
7 C 0.642 0.140 0.105
8 N -0.635 -0.433 0.400
9 C -0.152 0.610 1.278
10 C 2.644 -0.841 -1.176
11 C 1.813 -0.568 -0.347
12 H 0.725 0.942 -0.643
13 H -2.652 -0.578 -0.182

Output
- Energy: -249.320590 Eh
- Gap between HOMO and LUMO: 10.58 eV
- SMILES: C#C[C@@H]1CN1C
- Energy relative to the best compared isomer or geometry (same formula, charge and spin): 95.8 kcal/mol
- Lowest unoccupied orbital energy: 0.99 eV